A 2-piece molecular cluster, CH5O2PS overall at a distorted geometry. Source: the Open Molecules 2025 dataset; level of theory: ωB97M-V/def2-TZVPD.

Positions of all 10 atoms, in Å:
C  1.90705  0.50714  -0.95284
O  -1.00884  -0.54472  0.02523
O  2.64308  -1.31090  0.92560
P  -2.38680  -1.09645  0.21214
S  1.69847  -1.22187  -0.14554
H  1.92931  1.10670  -0.04346
H  2.85651  0.43054  -1.60250
H  1.03417  0.64776  -1.60252
H  -2.53214  -1.61759  1.57707
H  -2.38018  -2.34567  -0.55476

Results
DFT total energy in eV: -25333.8769
Energy relative to the best compared isomer or geometry (same formula, charge and spin) in kJ/mol: 425.93
Spin multiplicity: 1



A 2-piece molecular cluster, CH5O2PS overall at a distorted geometry. Source: the Open Molecules 2025 dataset; level of theory: ωB97M-V/def2-TZVPD.

Positions of all 10 atoms, in Å:
C  -1.15136  1.30775  1.93112
O  1.09874  -1.50604  -1.74629
O  0.07040  2.63544  -0.02786
P  1.56336  -0.10680  -1.78230
S  -0.98547  2.89981  0.94663
H  -1.95268  1.46715  2.67107
H  -1.18364  0.49426  1.06353
H  -0.26368  1.16231  2.37076
H  2.16283  0.14760  -0.53259
H  0.48148  0.92262  -1.67861

Results
DFT total energy in eV: -25333.7610
Energy relative to the best compared isomer or geometry (same formula, charge and spin) in kJ/mol: 437.11
Spin multiplicity: 1



CH5O2PS as an isolated structure at a distorted geometry. Source: the Open Molecules 2025 dataset; level of theory: ωB97M-V/def2-TZVPD.

Positions of all 10 atoms, in Å:
C  -1.04774  -1.24868  0.47913
O  2.04299  0.42529  -0.97924
O  0.30165  -1.10865  0.02797
P  0.55315  -0.07856  -1.21409
S  -0.57908  2.26775  -0.10673
H  -1.25716  -2.25286  0.77774
H  -1.69392  -0.79732  -0.28913
H  -1.25986  -0.66642  1.39904
H  2.21330  0.89494  -0.21609
H  0.72665  2.56451  0.12142

Results
DFT total energy in eV: -25336.6159
Energy relative to the best compared isomer or geometry (same formula, charge and spin) in kJ/mol: 161.66
Spin multiplicity: 1



A 2-piece molecular cluster, CH5OP overall at a distorted geometry. Source: the Open Molecules 2025 dataset; level of theory: ωB97M-V/def2-TZVPD.

Positions of all 8 atoms, in Å:
C  0.85964  -1.25190  0.78682
O  -1.22847  0.89951  -0.91781
P  -1.96486  1.95650  -1.55435
H  0.06287  -0.89370  0.01047
H  0.96531  -0.41256  1.37098
H  0.61264  -2.11209  1.39424
H  1.82386  -1.53413  0.32993
H  -1.13100  3.34838  -1.42028

Results
DFT total energy in eV: -12452.7755
Energy relative to the best compared isomer or geometry (same formula, charge and spin) in kJ/mol: 131.57
Spin multiplicity: 1
SMILES: O=P.C



A 2-piece molecular cluster, CH5S3 overall at a distorted geometry. Source: the Open Molecules 2025 dataset; level of theory: ωB97M-V/def2-TZVPD.

Positions of all 9 atoms, in Å:
S  1.58950  3.73417  -3.13164
H  0.98368  2.70531  -2.52058
C  -1.17382  -1.45661  2.06962
S  0.41814  -1.78547  1.17329
S  -0.22412  -1.89803  -0.78909
H  -1.40114  -2.43561  2.46677
H  -0.80309  -0.98883  2.99583
H  -1.80233  -0.77950  1.52008
H  2.41318  2.90457  -3.78429

Results
DFT total energy in eV: -33624.5437
Total charge: -1
Energy relative to the best compared isomer or geometry (same formula, charge and spin) in kJ/mol: 73.34
Spin multiplicity: 1



CH6BN as an isolated structure at a distorted geometry. Source: the Open Molecules 2025 dataset; level of theory: ωB97M-V/def2-TZVPD.

Positions of all 9 atoms, in Å:
B  0.19108  0.41888  -0.11455
C  -1.12997  -0.02128  0.83917
N  1.40145  0.84962  -0.00444
H  -0.70712  0.11282  1.87854
H  -1.64456  1.06521  1.01431
H  -2.03254  -0.54852  0.67134
H  1.01082  -1.75897  -2.24006
H  0.59772  -1.18153  -1.83542
H  2.31312  1.06377  -0.20890

Results
DFT total energy in eV: -3298.5858
Energy relative to the best compared isomer or geometry (same formula, charge and spin) in kJ/mol: 324.53
Spin multiplicity: 1



A 2-piece molecular cluster, CH6ClN2OP overall at a distorted geometry. Source: the Open Molecules 2025 dataset; level of theory: ωB97M-V/def2-TZVPD.

Positions of all 12 atoms, in Å:
C  -0.94020  0.21953  -1.58859
N  2.86404  0.58522  0.76992
N  -1.02559  -0.06584  1.15309
O  -0.91333  -2.23828  -0.11515
P  -0.36971  -0.84105  -0.19909
Cl  -2.73891  -0.05532  -1.52137
H  -0.64680  -0.29091  -2.48524
H  -0.70932  1.27225  -1.57904
H  3.31199  -0.24583  1.14439
H  2.64879  1.12278  1.61057
H  -1.00835  0.85156  0.92170
H  -0.47261  -0.31410  1.88882

Results
DFT total energy in eV: -27970.3624
Energy relative to the best compared isomer or geometry (same formula, charge and spin) in kJ/mol: 231.97
Spin multiplicity: 1



A 2-piece molecular cluster, CH6F3PSi2 overall at a distorted geometry. Source: the Open Molecules 2025 dataset; level of theory: ωB97M-V/def2-TZVPD.

Positions of all 13 atoms, in Å:
C  -1.35183  0.17078  0.71919
F  3.43808  1.01889  -1.04145
F  3.82352  0.25310  1.24520
F  3.78689  -1.24576  -0.65789
Si  -2.43194  -1.13901  -0.05169
Si  -0.42917  1.48485  -0.02368
P  2.82830  -0.10818  -0.02070
H  -3.74678  -1.05537  0.68047
H  -2.08021  -2.57249  0.02726
H  -2.82605  -1.03646  -1.52494
H  0.99166  1.97743  0.37306
H  -1.50776  0.10048  1.77060
H  -0.49472  2.15174  -1.49544

Results
DFT total energy in eV: -34330.2414
Energy relative to the best compared isomer or geometry (same formula, charge and spin) in kJ/mol: 94.30
Spin multiplicity: 1
SMILES: [SiH2]=C[SiH3].FP(F)F



CH6FN3 as an isolated structure at a distorted geometry. Source: the Open Molecules 2025 dataset; level of theory: ωB97M-V/def2-TZVPD.

Positions of all 11 atoms, in Å:
C  -0.23604  0.05334  -0.12543
N  0.50904  0.98335  -0.56871
N  -0.07802  -1.27309  -0.40834
N  -1.39527  0.27128  0.52315
F  2.41773  -0.00420  0.13502
H  1.60878  0.70382  -0.09401
H  0.28380  1.89627  -0.21778
H  0.82137  -1.51324  -0.89687
H  -0.16858  -1.80359  0.37732
H  -2.05567  -0.54164  0.54377
H  -1.70714  1.22771  0.73187

Results
DFT total energy in eV: -8322.1622
Energy relative to the best compared isomer or geometry (same formula, charge and spin) in kJ/mol: 39.52
Spin multiplicity: 1



A 2-piece molecular cluster, CH6N2 overall at a distorted geometry. Source: the Open Molecules 2025 dataset; level of theory: ωB97M-V/def2-TZVPD.

Positions of all 9 atoms, in Å:
C  1.03646  0.34095  0.15197
N  -1.31166  0.33351  -0.05380
N  -0.25868  -0.25533  0.57390
H  0.71570  0.94764  -0.79648
H  1.37455  0.92328  1.00955
H  1.67506  -0.59205  0.09694
H  -2.18521  -0.22423  0.28101
H  -1.10951  0.69842  -0.92732
H  0.06330  -2.17219  -0.33579

Results
DFT total energy in eV: -4108.9981
Energy relative to the best compared isomer or geometry (same formula, charge and spin) in kJ/mol: 514.81
Spin multiplicity: 1